Formula: C6H10
Source: the OMol25 dataset
Level of theory: ωB97M-V/def2-TZVPD

```
16
Properties=species:S:1:pos:R:3:mulliken_charge:R:1
C -0.91 -0.13 -1.39 -0.540
C -0.75 1.09 -0.45 -0.712
C 0.29 0.21 0.24 0.712
C 0.60 -0.39 -1.14 -0.748
C 0.06 -0.86 1.31 -0.887
C 0.95 0.32 1.57 -0.567
H -1.31 -0.02 -2.40 0.367
H -1.48 -0.88 -0.83 0.220
H -0.26 1.89 -1.02 0.243
H -1.59 1.52 0.09 0.350
H 1.20 0.25 -1.80 0.242
H 0.99 -1.41 -1.16 0.324
H -0.80 -1.01 1.97 0.280
H 0.55 -1.80 1.07 0.227
H 2.00 0.16 1.76 0.253
H 0.46 1.07 2.19 0.235
```

Results
spin multiplicity	1
SMILES	C1CC2(C1)CC2
max |F|	0.57	eV/A
HOMO level	-9.788	eV
ΔE to the lowest compared entry with this formula, charge and spin	177.3	kJ/mol
E	-234.53496	hartree
gap between HOMO and LUMO	11.0	eV



Formula: C6H10
Source: the OMol25 dataset
Level of theory: ωB97M-V/def2-TZVPD

```
16
Properties=species:S:1:pos:R:3:mulliken_charge:R:1
C 2.25 0.08 -0.07 -1.259
C 0.76 0.10 0.08 0.606
C -0.05 1.19 0.18 -0.484
C -1.44 0.84 0.42 -0.356
C -1.49 -0.67 0.30 -0.312
C -0.04 -1.17 0.14 -0.593
H 2.52 -0.56 -0.93 0.305
H 2.65 1.09 -0.24 0.320
H 2.73 -0.35 0.82 0.294
H 0.32 2.21 0.16 0.362
H -2.30 1.49 -0.47 -0.096
H -2.19 1.39 -1.31 0.106
H -1.97 -1.08 1.20 0.280
H -2.13 -0.97 -0.53 0.264
H 0.14 -1.80 -0.75 0.310
H 0.26 -1.78 1.01 0.253
```

Results
spin multiplicity	1
max |F|	0.31	eV/A
HOMO level	-7.620	eV
ΔE to the lowest compared entry with this formula, charge and spin	414.1	kJ/mol
E	-234.44481	hartree
gap between HOMO and LUMO	7.7	eV



Formula: C6H10
Source: the OMol25 dataset
Level of theory: ωB97M-V/def2-TZVPD

```
16
Properties=species:S:1:pos:R:3:mulliken_charge:R:1
C 1.81 -0.24 0.29 -1.311
C 0.42 0.09 -0.13 0.934
C -0.33 1.68 0.03 -0.848
C -0.73 0.42 0.76 -0.392
C -1.69 -0.47 -0.02 -0.634
C -0.51 -0.82 -0.97 -0.756
H 2.18 0.50 1.01 0.325
H 2.52 -0.28 -0.55 0.314
H 1.80 -1.22 0.78 0.354
H 0.37 2.22 0.68 0.204
H 0.31 1.27 -0.90 0.311
H -0.58 0.37 1.83 0.399
H -2.06 -1.32 0.55 0.255
H -2.52 0.07 -0.48 0.285
H -0.65 -0.60 -2.03 0.289
H -0.18 -1.86 -0.86 0.270
```

Results
spin multiplicity	1
max |F|	1.19	eV/A
HOMO level	-7.880	eV
ΔE to the lowest compared entry with this formula, charge and spin	377.5	kJ/mol
E	-234.45873	hartree
gap between HOMO and LUMO	8.9	eV



Formula: C6H10
Source: the OMol25 dataset
Level of theory: ωB97M-V/def2-TZVPD

```
16
Properties=species:S:1:pos:R:3:mulliken_charge:R:1
C 1.34 0.81 -0.02 -0.242
C 1.11 -0.58 0.62 -0.558
C -0.13 -1.27 0.04 -0.666
C -1.31 -0.30 0.12 -0.568
C -1.03 0.93 -0.75 -0.350
C 0.36 1.46 -0.91 -0.845
H 1.29 1.62 0.75 0.268
H 2.36 0.92 -0.41 0.397
H 2.00 -1.20 0.49 0.303
H 0.97 -0.47 1.71 0.313
H -0.34 -2.19 0.59 0.329
H -2.24 -0.79 -0.19 0.298
H -1.45 0.00 1.17 0.300
H -1.60 1.81 -0.41 0.398
H -1.40 0.79 -1.78 0.312
H 0.06 -1.55 -1.00 0.312
```

Results
spin multiplicity	1
max |F|	0.42	eV/A
HOMO level	-7.911	eV
ΔE to the lowest compared entry with this formula, charge and spin	297.4	kJ/mol
E	-234.48925	hartree
gap between HOMO and LUMO	8.6	eV



Question: Number 2 is which compound?
Answer: C6H10



What did the fourth record say?
Formula: C6H10
Source: the OMol25 dataset
Level of theory: ωB97M-V/def2-TZVPD

```
16
Properties=species:S:1:pos:R:3:mulliken_charge:R:1
C 1.34 0.81 -0.02 -0.242
C 1.11 -0.58 0.62 -0.558
C -0.13 -1.27 0.04 -0.666
C -1.31 -0.30 0.12 -0.568
C -1.03 0.93 -0.75 -0.350
C 0.36 1.46 -0.91 -0.845
H 1.29 1.62 0.75 0.268
H 2.36 0.92 -0.41 0.397
H 2.00 -1.20 0.49 0.303
H 0.97 -0.47 1.71 0.313
H -0.34 -2.19 0.59 0.329
H -2.24 -0.79 -0.19 0.298
H -1.45 0.00 1.17 0.300
H -1.60 1.81 -0.41 0.398
H -1.40 0.79 -1.78 0.312
H 0.06 -1.55 -1.00 0.312
```

Results
spin multiplicity	1
max |F|	0.42	eV/A
HOMO level	-7.911	eV
ΔE to the lowest compared entry with this formula, charge and spin	297.4	kJ/mol
E	-234.48925	hartree
gap between HOMO and LUMO	8.6	eV



Copy entry 3 word for word.
Formula: C6H10
Source: the OMol25 dataset
Level of theory: ωB97M-V/def2-TZVPD

```
16
Properties=species:S:1:pos:R:3:mulliken_charge:R:1
C 1.81 -0.24 0.29 -1.311
C 0.42 0.09 -0.13 0.934
C -0.33 1.68 0.03 -0.848
C -0.73 0.42 0.76 -0.392
C -1.69 -0.47 -0.02 -0.634
C -0.51 -0.82 -0.97 -0.756
H 2.18 0.50 1.01 0.325
H 2.52 -0.28 -0.55 0.314
H 1.80 -1.22 0.78 0.354
H 0.37 2.22 0.68 0.204
H 0.31 1.27 -0.90 0.311
H -0.58 0.37 1.83 0.399
H -2.06 -1.32 0.55 0.255
H -2.52 0.07 -0.48 0.285
H -0.65 -0.60 -2.03 0.289
H -0.18 -1.86 -0.86 0.270
```

Results
spin multiplicity	1
max |F|	1.19	eV/A
HOMO level	-7.880	eV
ΔE to the lowest compared entry with this formula, charge and spin	377.5	kJ/mol
E	-234.45873	hartree
gap between HOMO and LUMO	8.9	eV